# 1
ORCA calculation (the ωB97M-V functional and the def2-TZVPD basis) on a 11-piece molecular cluster, C79H157N7O15 overall in a non-equilibrium geometry.

Output
- E_LUMO: 0.2035 eV
- Gap between HOMO and LUMO: 7.9 eV
- Molar mass: 1445.16 g/mol
- E_HOMO: -7.7 eV
- Largest force on an atom: 6.21 eV/A
- Energy relative to the best compared isomer or geometry (same formula, charge and spin): 5.249 eV
- Structure (SMILES): CC1(C)CCCC(C)(C)N1O.CC1(C)CCCC(C)(C)N1O.CC1(C)CCCC(C)(C)N1O.CC1(C)CCCC(C)(C)N1O.CC1(C)CCCC(C)(C)N1O.CC1(C)CCCC(C)(C)N1O.CC1(C)CCCC(C)(C)N1O.O=C1CCCO1.O=C1CCCO1.O=C1CCCO1.O=C1CCCO1

ORCA input file:
```
! wB97M-V def2-TZVPD RIJCOSX def2/J DEFGRID3
* xyz 0 1
C -6.160 9.903 -6.574
C -6.574 9.031 -5.430
C -6.029 7.600 -5.538
C -5.986 9.663 -4.107
C -6.608 10.950 -3.473
C -8.092 10.767 -3.428
C -8.714 10.311 -4.805
C -10.159 10.003 -4.428
C -8.634 11.521 -5.878
N -8.070 9.021 -5.301
O -8.695 8.500 -6.422
H -5.140 9.712 -6.909
H -6.698 9.692 -7.499
H -6.154 10.955 -6.287
H -4.949 7.538 -5.667
H -6.363 7.045 -4.661
H -6.419 7.122 -6.436
H -5.819 9.026 -3.238
H -4.955 9.929 -4.337
H -6.129 11.066 -2.500
H -6.376 11.794 -4.123
H -8.495 11.770 -3.290
H -8.401 10.087 -2.634
H -10.627 9.615 -5.332
H -10.719 10.854 -4.041
H -10.159 9.213 -3.677
H -8.675 11.249 -6.933
H -7.735 12.125 -5.759
H -9.527 12.142 -5.811
H -9.017 7.662 -6.081
C 0.250 1.196 1.384
C -0.943 1.336 2.389
C -0.426 1.414 3.911
C -1.784 2.685 2.166
C -2.789 2.598 1.026
C -3.694 1.341 1.155
C -2.951 -0.035 1.363
C -4.060 -0.980 1.850
C -2.386 -0.561 0.005
N -1.889 0.158 2.323
O -1.240 -1.035 2.515
H 0.625 2.209 1.241
H 1.014 0.530 1.783
H -0.094 0.960 0.377
H 0.011 2.399 4.074
H -1.323 1.372 4.529
H 0.180 0.550 4.181
H -2.343 2.955 3.062
H -1.090 3.521 2.075
H -3.289 3.559 1.143
H -2.263 2.542 0.074
H -4.444 1.370 0.365
H -4.338 1.640 1.983
H -4.873 -1.072 1.130
H -4.515 -0.590 2.760
H -3.563 -1.943 1.971
H -3.180 -0.947 -0.634
H -1.662 -1.377 0.020
H -2.008 0.227 -0.646
H -1.635 -1.169 3.380
C -3.185 -12.514 -1.485
C -2.134 -12.320 -0.325
C -0.767 -13.038 -0.607
C -1.810 -10.813 -0.206
C -2.936 -10.031 0.498
C -3.279 -10.679 1.775
C -3.584 -12.170 1.801
C -3.553 -12.576 3.292
C -5.004 -12.470 1.192
N -2.591 -12.811 0.963
O -2.745 -14.188 0.953
H -3.662 -13.494 -1.471
H -4.067 -11.873 -1.482
H -2.783 -12.251 -2.463
H -0.120 -12.595 -1.364
H -0.133 -12.991 0.278
H -0.782 -14.048 -1.015
H -0.965 -10.651 0.463
H -1.710 -10.238 -1.127
H -2.520 -9.041 0.687
H -3.901 -9.986 -0.006
H -4.095 -10.109 2.220
H -2.442 -10.392 2.412
H -2.594 -12.260 3.703
H -3.674 -13.647 3.450
H -4.266 -11.920 3.792
H -5.836 -12.193 1.839
H -5.191 -13.514 0.941
H -5.155 -11.782 0.360
H -2.241 -14.471 1.720
C 7.901 6.230 5.090
C 7.968 5.277 6.298
C 6.603 5.404 7.040
C 8.052 3.815 5.623
C 8.609 2.768 6.535
C 9.857 3.178 7.334
C 9.785 4.558 8.045
C 8.952 4.331 9.358
C 11.225 4.975 8.418
N 9.163 5.564 7.149
O 9.048 6.786 7.798
H 7.514 7.202 5.394
H 8.861 6.332 4.585
H 7.150 5.856 4.394
H 6.277 4.546 7.628
H 6.692 6.236 7.738
H 5.728 5.731 6.477
H 7.076 3.413 5.350
H 8.613 3.807 4.688
H 7.788 2.432 7.169
H 8.836 1.830 6.030
H 10.793 2.925 6.837
H 9.967 2.411 8.101
H 9.378 3.605 10.052
H 7.987 3.920 9.064
H 8.852 5.294 9.858
H 11.768 5.166 7.493
H 11.823 4.351 9.082
H 11.333 5.891 8.999
H 9.741 7.306 7.384
C 6.306 -5.333 -2.478
C 7.170 -5.188 -1.143
C 8.391 -4.319 -1.398
C 6.298 -4.497 -0.002
C 5.215 -5.450 0.529
C 5.902 -6.722 1.043
C 6.760 -7.511 -0.023
C 7.515 -8.603 0.892
C 5.824 -8.181 -0.990
N 7.719 -6.496 -0.611
O 8.656 -7.060 -1.481
H 6.241 -4.416 -3.063
H 6.832 -5.987 -3.173
H 5.283 -5.697 -2.386
H 9.004 -4.656 -2.234
H 8.201 -3.257 -1.553
H 9.119 -4.332 -0.587
H 6.889 -4.072 0.808
H 5.789 -3.665 -0.489
H 4.767 -5.029 1.430
H 4.452 -5.528 -0.246
H 5.099 -7.350 1.429
H 6.519 -6.613 1.935
H 8.113 -8.179 1.698
H 8.172 -9.259 0.321
H 6.693 -9.221 1.253
H 5.224 -8.961 -0.521
H 6.490 -8.463 -1.806
H 5.076 -7.498 -1.392
H 9.458 -6.815 -1.013
C 2.457 8.694 -6.501
C 3.955 8.386 -6.337
C 4.806 8.602 -7.648
C 4.482 9.484 -5.346
C 3.971 9.180 -3.888
C 4.480 7.775 -3.391
C 4.092 6.597 -4.423
C 5.066 5.521 -4.007
C 2.573 6.154 -4.245
N 4.224 7.018 -5.843
O 3.902 5.985 -6.755
H 2.347 9.637 -7.036
H 2.072 7.924 -7.169
H 1.829 8.680 -5.611
H 4.408 7.887 -8.369
H 4.780 9.614 -8.050
H 5.858 8.365 -7.490
H 5.569 9.471 -5.273
H 4.275 10.494 -5.699
H 4.420 9.953 -3.264
H 2.909 9.422 -3.828
H 4.041 7.521 -2.426
H 5.569 7.792 -3.332
H 6.062 5.826 -4.327
H 4.748 4.610 -4.515
H 5.224 5.420 -2.933
H 2.380 6.210 -3.174
H 2.258 5.223 -4.715
H 1.918 6.852 -4.766
H 4.727 5.735 -7.177
C -1.372 -5.822 -7.857
C -0.033 -6.212 -8.601
C 0.755 -7.173 -7.738
C -0.329 -7.116 -9.813
C -0.967 -6.359 -11.012
C -0.096 -5.160 -11.377
C 0.314 -4.259 -10.142
C 1.585 -3.454 -10.621
C -0.787 -3.251 -9.671
N 0.815 -5.129 -9.086
O 1.266 -4.547 -8.008
H -1.647 -6.569 -7.112
H -1.281 -4.915 -7.261
H -2.249 -5.646 -8.480
H 0.245 -8.128 -7.617
H 1.710 -7.420 -8.202
H 0.966 -6.735 -6.763
H 0.591 -7.555 -10.199
H -1.075 -7.890 -9.632
H -1.075 -7.040 -11.857
H -1.969 -6.110 -10.665
H -0.592 -4.623 -12.186
H 0.807 -5.583 -11.815
H 1.703 -2.714 -9.829
H 1.567 -3.070 -11.640
H 2.471 -4.085 -10.541
H -0.996 -2.484 -10.416
H -0.548 -2.813 -8.701
H -1.805 -3.634 -9.742
H 1.607 -5.311 -7.537
O -2.560 8.412 12.820
C -1.831 8.247 11.848
C -2.159 7.951 10.362
C -0.822 7.422 9.899
C 0.282 7.962 10.843
O -0.483 8.291 12.037
H -3.037 7.318 10.235
H -2.478 8.884 9.898
H -0.701 6.341 9.962
H -0.606 7.756 8.884
H 1.014 7.217 11.154
H 0.795 8.853 10.481
O -2.537 -6.634 8.936
C -1.305 -6.259 8.950
C -0.219 -7.063 9.640
C 0.980 -6.246 9.254
C 0.524 -4.823 8.874
O -0.843 -5.025 8.489
H -0.585 -7.038 10.666
H -0.242 -8.094 9.286
H 1.713 -6.276 10.060
H 1.547 -6.682 8.431
H 0.581 -4.255 9.803
H 1.249 -4.269 8.279
O -11.239 2.268 -5.387
C -11.107 1.223 -4.835
C -12.073 0.646 -3.792
C -11.154 -0.375 -3.062
C -10.180 -0.751 -4.129
O -10.001 0.452 -4.973
H -12.390 1.473 -3.157
H -12.963 0.186 -4.222
H -10.643 0.194 -2.286
H -11.605 -1.301 -2.706
H -9.264 -1.126 -3.673
H -10.549 -1.678 -4.570
O -5.831 1.502 8.770
C -5.552 0.617 9.582
C -5.965 -0.783 9.620
C -5.766 -1.139 11.070
C -4.751 -0.159 11.580
O -4.977 0.959 10.737
H -7.006 -0.668 9.321
H -5.485 -1.430 8.886
H -6.741 -1.073 11.553
H -5.391 -2.144 11.262
H -4.857 0.098 12.634
H -3.785 -0.644 11.438
*
```


# 2
ORCA calculation (the ωB97M-V functional and the def2-TZVPD basis) on C7F5NOSeTl as an isolated structure in a non-equilibrium geometry.

Output
- E_LUMO: 2.6595 eV
- Gap between HOMO and LUMO: 7.3 eV
- Molar mass: 492.42 g/mol
- E_HOMO: -4.7 eV
- Largest force on an atom: 2.62 eV/A
- Energy relative to the best compared isomer or geometry (same formula, charge and spin): 0.000 eV

ORCA input file:
```
! wB97M-V def2-TZVPD RIJCOSX def2/J DEFGRID3
* xyz -1 1
Tl 0.485 1.153 -2.998
F -2.478 -0.378 3.437
C -1.748 -0.147 2.372
C -2.238 -0.165 1.061
F -3.560 -0.258 0.833
C -1.372 0.047 0.011
F -1.869 0.025 -1.266
C 0.048 0.127 0.165
O 0.864 0.147 -0.853
C 0.494 0.118 1.495
F 1.818 -0.046 1.693
C -0.370 0.003 2.547
F 0.156 -0.022 3.802
Se 4.765 0.221 -4.011
C 3.071 -0.260 -4.056
N 1.933 -0.564 -4.231
*
```